[1]
Formula: C46H103ClN2O16P2
Source: OMol25
Level of theory: wB97M-V/def2-TZVPD

Calculated values
SMILES = CCCO[C@]1(Cl)NC(=O)[C@H](N(C(C)=O)C(C)=O)[C@@]1(CCCP(=O)(OCC)OCC)P(O)O.CCOCC.CCOCC.CCOCC.CCOCC.CCOCC.CCOCC.CCOCC
Molecular weight = 1037.73 g mol⁻¹
Highest occupied orbital energy = -8.45 eV
Calculated total energy = -4270.2647 a.u.
LUMO level = -0.70 eV
Orbital gap = 7.74 eV
Total charge = 0

Last column: Mulliken charge in e.
Positions of all 170 atoms, in Å:
Cl1 -2.082 -2.536 -0.679  -0.318
P1 -0.692 3.434 -6.429  0.962
P2 -1.225 1.033 -1.289  0.108
O1 -1.368 2.499 3.312  -0.432
O2 -1.647 2.722 -1.229  -0.250
O3 -1.824 4.975 10.330  -0.428
O4 -1.821 4.782 -6.198  -0.490
O5 -6.278 0.872 -3.797  -0.543
O6 2.151 -3.361 -7.382  -0.382
O7 -0.119 3.506 -8.072  -0.452
O8 -1.265 -2.255 -3.205  -0.519
O9 -4.924 3.487 -0.718  -0.579
O10 2.151 -10.714 -1.349  -0.440
O11 2.316 4.964 7.472  -0.332
O12 3.906 3.372 3.103  -0.430
O13 0.925 -6.624 0.538  -0.443
O14 -0.905 0.359 0.284  -0.353
O15 0.574 3.565 -5.458  -0.665
O16 -5.700 -2.034 -1.473  -0.624
N1 -3.586 -2.103 -2.868  -0.220
N2 -4.779 1.294 -1.782  0.676
C1 0.058 -4.658 -7.453  -1.211
C2 -2.586 5.037 7.989  -0.965
C3 0.233 -7.166 1.660  -0.345
C4 0.215 3.778 1.923  -0.541
C5 -6.088 0.999 -2.481  0.461
C6 -1.045 6.057 -6.290  -0.326
C7 -0.133 2.192 -8.732  -0.269
C8 -1.044 3.780 2.775  -0.455
C9 -1.578 1.699 -4.299  -0.549
C10 -5.259 1.604 0.978  -0.642
C11 -2.608 0.456 -3.883  -0.773
C12 -3.899 3.984 11.216  -0.993
C13 3.779 1.271 4.380  -0.928
C14 2.362 -10.540 -2.748  -0.233
C15 3.605 5.462 7.824  -0.249
C16 3.075 -10.061 -0.483  -0.545
C17 1.278 -2.634 -3.746  -0.043
C18 -3.947 0.056 -1.536  -0.613
C19 0.765 -3.339 -7.717  -0.065
C20 2.962 -4.123 -9.580  -1.019
C21 -1.625 1.833 -5.965  -0.253
C22 3.648 6.110 9.198  -1.238
C23 -7.445 0.867 -1.519  -0.837
C24 3.097 -8.550 -0.649  -0.939
C25 -1.024 -5.518 -0.483  -1.186
C26 -0.080 2.738 5.398  -0.888
C27 1.492 7.031 6.415  -1.278
C28 4.917 3.984 3.899  -0.066
C29 -4.589 -1.433 -1.904  0.183
C30 0.081 -1.676 -3.078  0.744
C31 -4.964 2.141 -0.542  0.234
C32 3.931 1.949 3.029  -0.282
C33 2.955 -4.315 -8.072  -0.386
C34 1.021 1.145 -8.145  -0.459
C35 2.211 -3.137 -2.483  -0.850
C36 -1.026 6.678 -4.756  -0.678
C37 -2.234 -1.632 -2.291  -0.246
C38 3.713 -11.047 -3.223  -1.063
C39 -0.393 1.905 4.166  -0.246
C40 1.258 5.919 7.425  0.193
C41 -2.464 -0.006 -2.308  1.582
C42 0.162 -6.451 -0.654  -0.283
C43 -1.836 4.291 9.079  -0.230
C44 -3.094 5.240 10.920  -0.344
C45 6.329 3.684 3.422  -1.155
C46 -0.339 -8.551 1.408  -0.823
H1 -7.151 0.245 -0.562  0.211
H2 -1.195 1.663 -8.736  0.240
H3 7.062 4.205 4.046  0.408
H4 -4.847 4.243 11.699  0.380
H5 -3.692 0.860 -4.149  0.195
H6 -2.288 2.933 -0.489  0.160
H7 -2.748 1.810 -6.349  0.380
H8 1.071 6.326 8.423  0.434
H9 0.128 2.375 -9.878  0.304
H10 -1.891 4.081 2.150  0.427
H11 -3.591 -0.145 -0.414  0.111
H12 0.396 4.776 1.509  0.452
H13 4.665 6.439 9.431  0.412
H14 0.354 5.371 7.141  -0.154
H15 -1.507 6.811 -7.064  0.370
H16 -4.215 1.623 1.549  0.085
H17 -2.389 -0.403 -4.660  0.197
H18 0.304 -2.562 -7.097  0.107
H19 -0.544 -6.473 1.996  0.321
H20 0.479 0.116 -7.936  -0.043
H21 -5.991 2.364 1.535  0.298
H22 -4.129 3.424 10.308  0.252
H23 4.540 -10.510 -2.752  0.269
H24 -8.323 0.290 -2.038  0.322
H25 1.947 -1.953 -4.429  0.243
H26 3.313 -3.116 -9.836  0.278
H27 1.928 1.056 -8.880  0.333
H28 1.574 -11.108 -3.258  0.356
H29 0.356 -1.319 -1.981  -0.022
H30 0.456 -9.247 1.115  0.076
H31 2.098 -8.131 -0.477  0.172
H32 2.213 -9.491 -3.025  0.217
H33 -3.664 5.935 10.296  0.302
H34 1.966 -4.241 -10.011  0.260
H35 -7.804 1.927 -1.105  0.288
H36 4.076 -10.486 -0.608  0.351
H37 -2.154 6.033 7.841  0.245
H38 0.107 6.860 -4.473  0.247
H39 -1.987 2.694 -3.833  0.355
H40 6.458 4.006 2.381  0.293
H41 -1.730 -0.016 0.714  0.243
H42 -0.153 -7.425 -1.044  0.389
H43 -1.006 -4.574 -7.691  0.403
H44 2.991 6.980 9.261  0.282
H45 -0.992 2.920 5.978  0.232
H46 2.381 7.618 6.652  0.340
H47 0.473 -5.472 -8.052  0.350
H48 -1.741 -5.897 0.249  0.356
H49 3.288 -3.457 -2.857  0.351
H50 -3.511 -3.141 -2.798  0.412
H51 0.961 -7.231 2.476  0.360
H52 2.365 -2.187 -1.785  0.290
H53 6.555 2.616 3.463  0.271
H54 -1.667 7.669 -4.780  0.266
H55 0.116 3.065 1.096  0.049
H56 3.407 -8.254 -1.653  0.338
H57 1.678 -4.018 -1.916  0.048
H58 3.806 -10.924 -4.307  0.394
H59 1.097 3.491 2.498  0.007
H60 0.067 5.853 -6.659  0.224
H61 3.831 -12.108 -2.979  0.274
H62 3.324 5.399 9.966  0.308
H63 4.595 1.525 5.060  0.371
H64 0.161 -4.942 -6.400  0.241
H65 -0.690 -4.535 -0.134  0.306
H66 -3.335 3.316 11.879  0.281
H67 2.767 -10.297 0.541  0.402
H68 -3.641 5.174 8.238  0.396
H69 -0.976 4.519 3.578  0.257
H70 -1.122 0.858 -6.375  0.016
H71 2.649 -5.331 -7.805  0.335
H72 1.634 6.613 5.411  0.272
H73 -0.789 4.178 8.773  0.194
H74 0.516 1.678 3.600  0.156
H75 0.340 3.712 5.137  0.084
H76 1.429 1.555 -7.101  0.256
H77 3.767 0.183 4.261  0.391
H78 4.840 1.614 2.518  0.343
H79 3.976 -4.193 -7.698  0.325
H80 0.086 -0.687 -3.737  -0.375
H81 -1.467 5.877 -4.017  0.101
H82 -2.531 4.488 7.045  0.277
H83 3.968 6.148 7.052  0.303
H84 -1.550 -5.392 -1.434  0.447
H85 -2.230 3.277 9.208  0.321
H86 3.092 1.652 2.389  0.278
H87 3.796 -8.098 0.063  0.412
H88 0.636 7.714 6.394  0.408
H89 0.642 2.219 6.035  0.458
H90 0.806 -3.532 -4.362  -0.136
H91 0.841 -6.025 -1.402  0.278
H92 2.845 1.581 4.860  0.071
H93 -5.643 0.497 0.993  0.318
H94 -1.080 -8.546 0.605  0.241
H95 4.790 3.708 4.950  0.113
H96 -0.828 -8.933 2.311  0.424
H97 -0.457 1.462 -4.042  0.215
H98 4.286 4.602 7.818  0.316
H99 -2.900 5.761 11.863  0.334
H100 0.633 -3.021 -8.757  0.376
H101 3.621 -4.858 -10.055  0.389
H102 4.751 5.064 3.842  0.333
H103 -0.804 0.940 4.488  0.396

***

[2]
Formula: C33H96O15
Source: OMol25
Level of theory: wB97M-V/def2-TZVPD

Calculated values
Molecular weight = 733.12 g mol⁻¹
Highest occupied orbital energy = -9.94 eV
Calculated total energy = -2443.3433 a.u.
LUMO level = 0.08 eV
Orbital gap = 10.02 eV
Total charge = 0

Last column: Mulliken charge in e.
Positions of all 144 atoms, in Å:
O1 -4.891 -0.354 -0.927  -0.486
O2 5.797 -0.673 3.753  -0.635
O3 3.351 -5.706 0.295  -0.639
O4 -0.751 -3.966 4.518  -0.434
O5 -1.735 6.692 -2.422  -0.550
O6 2.105 7.817 0.177  -0.549
O7 -0.551 0.531 7.054  -0.470
O8 9.980 1.700 -2.473  -0.560
O9 -2.754 -7.684 -2.796  -0.557
O10 3.881 3.221 5.310  -0.628
O11 -4.107 -1.811 -5.428  -0.557
O12 2.353 1.379 -9.257  -0.547
O13 3.630 -0.047 6.790  -0.609
O14 -4.523 -2.692 2.997  -0.445
O15 1.179 -2.065 0.552  -0.499
C1 -1.542 5.759 -3.502  0.521
C2 1.185 6.377 1.883  -1.266
C3 -4.363 -8.371 -1.241  -1.147
C4 2.175 -0.348 -0.733  -1.374
C5 -1.736 -2.003 -5.695  -1.310
C6 9.869 -0.689 -2.423  -1.188
C7 -5.461 -2.316 5.198  -1.194
C8 -5.633 -2.932 3.768  0.502
C9 -0.775 -6.307 4.069  -1.278
C10 1.137 0.097 1.611  -1.252
C11 -0.979 1.728 7.728  0.501
C12 -3.315 -1.418 -7.661  -1.289
C13 -6.028 -4.382 3.739  -1.243
C14 3.026 2.071 -8.250  0.512
C15 -5.640 1.717 -1.992  -1.309
C16 3.077 3.590 -8.671  -1.345
C17 2.446 6.897 1.179  0.620
C18 -4.563 1.635 0.416  -1.382
C19 -5.436 0.963 -0.647  0.776
C20 -2.985 -1.314 -6.088  0.649
C21 -0.089 2.067 8.917  -1.355
C22 -0.988 2.780 6.611  -1.071
C23 -3.953 -7.213 -2.187  0.437
C24 9.148 0.623 -2.076  0.394
C25 -3.591 -5.902 -1.484  -1.151
C26 7.909 0.817 -2.859  -1.217
C27 -0.795 6.487 -4.594  -1.255
C28 -0.434 -5.179 5.068  0.704
C29 2.339 1.732 -6.886  -1.167
C30 -0.823 4.565 -3.005  -1.258
C31 -1.121 -5.279 6.383  -1.448
C32 1.087 -0.687 0.244  0.761
C33 3.399 7.556 2.109  -1.260
H1 -0.012 7.121 -4.177  0.375
H2 -4.863 2.672 0.571  0.372
H3 2.531 0.669 -6.740  0.313
H4 -2.866 -0.248 -5.894  0.154
H5 -1.957 -3.061 -5.558  0.341
H6 0.919 2.365 8.629  0.314
H7 -4.698 -7.118 -2.978  0.283
H8 -4.570 -0.725 -0.101  0.265
H9 0.294 -0.250 2.209  0.370
H10 -1.829 -6.562 3.959  0.300
H11 -2.982 -8.290 -3.505  0.313
H12 -2.700 -5.942 -0.858  0.320
H13 -0.289 -7.204 4.453  0.380
H14 2.907 6.009 0.746  0.153
H15 4.278 7.947 1.597  0.369
H16 -6.354 -2.362 3.180  0.254
H17 0.453 7.171 2.031  0.365
H18 -1.218 -1.679 -4.793  0.380
H19 -1.492 7.109 -5.154  0.319
H20 -3.757 -3.149 3.352  0.246
H21 -3.411 -5.241 -2.332  0.222
H22 -5.320 -8.264 -0.730  0.339
H23 7.301 1.676 -2.578  0.326
H24 0.450 -2.223 1.156  0.242
H25 0.051 1.200 9.563  0.343
H26 -1.952 1.597 8.203  0.212
H27 -5.389 -4.959 4.408  0.261
H28 1.353 5.904 2.850  0.308
H29 3.673 2.446 5.831  0.324
H30 10.048 -0.691 -3.498  0.299
H31 8.904 0.709 -1.017  0.253
H32 2.957 8.396 2.644  0.292
H33 1.253 1.750 -6.976  0.271
H34 -0.450 -6.095 3.050  0.322
H35 10.825 -0.902 -1.946  0.322
H36 -2.202 -5.351 6.259  0.282
H37 -1.322 3.761 6.950  0.377
H38 4.069 1.757 -8.202  0.229
H39 -4.348 -1.164 -7.896  0.349
H40 -3.655 -8.368 -0.413  0.270
H41 7.301 -0.073 -2.691  0.327
H42 -6.480 1.362 -2.590  0.328
H43 7.922 0.801 -3.949  0.347
H44 -3.494 1.634 0.201  0.329
H45 2.910 -6.335 -0.274  0.316
H46 -5.835 2.779 -1.845  0.361
H47 4.222 -0.450 7.425  0.296
H48 0.121 -0.538 -0.237  0.096
H49 0.220 4.844 -2.857  0.289
H50 3.515 3.725 -9.660  0.340
H51 0.650 5.676 1.243  0.288
H52 -1.123 4.302 -1.991  0.363
H53 -3.954 -1.660 -4.492  0.292
H54 -6.441 0.957 -0.225  0.080
H55 -4.719 1.222 1.413  0.377
H56 -4.710 1.623 -2.553  0.291
H57 3.177 -0.189 -0.336  0.322
H58 0.409 0.527 7.064  0.274
H59 2.047 3.938 -8.755  0.354
H60 -2.657 -0.796 -8.268  0.352
H61 10.196 1.599 -3.403  0.358
H62 3.049 3.686 5.228  0.306
H63 1.883 0.548 -1.281  0.324
H64 -0.787 -6.182 6.893  0.355
H65 -7.057 -4.542 4.062  0.387
H66 6.514 -0.774 4.379  0.310
H67 -4.402 -9.308 -1.796  0.312
H68 -2.518 5.472 -3.893  0.255
H69 4.035 -0.219 5.940  0.323
H70 -0.761 -3.376 5.276  0.245
H71 1.983 -0.080 2.274  0.316
H72 1.661 1.903 -9.667  0.335
H73 -0.863 3.732 -3.707  0.330
H74 3.573 4.180 -7.901  0.357
H75 2.876 7.872 -0.393  0.320
H76 -1.063 -1.842 -6.538  0.314
H77 5.785 -1.498 3.266  0.326
H78 -0.026 2.979 6.137  0.151
H79 1.123 1.181 1.495  0.327
H80 -5.077 -1.302 5.089  0.295
H81 9.279 -1.582 -2.213  0.339
H82 0.631 -5.145 5.299  0.142
H83 3.900 6.823 2.742  0.360
H84 -0.981 -4.416 7.035  0.428
H85 -5.959 -4.793 2.732  0.280
H86 -6.414 -2.159 5.704  0.403
H87 -0.260 5.783 -5.231  0.297
H88 -1.620 2.528 5.759  0.314
H89 -0.423 2.969 9.431  0.394
H90 2.772 -4.944 0.305  0.321
H91 2.397 -1.082 -1.508  0.367
H92 -3.060 -2.428 -7.985  0.327
H93 -4.429 -5.470 -0.938  0.360
H94 -4.843 -2.958 5.825  0.257
H95 2.625 2.366 -6.047  0.351
H96 -0.963 7.258 -2.363  0.313

***

[3]
Formula: C31H33AsBrCl3GeN3S4SiV
Source: OMol25
Level of theory: wB97M-V/def2-TZVPD

Calculated values
Molecular weight = 988.72 g mol⁻¹
Spin multiplicity = 4
Highest occupied orbital energy (alpha / beta) = -4.39 / -5.49 eV
Calculated total energy = -12458.9666 a.u.
LUMO level (alpha / beta) = 0.35 / 0.18 eV
Orbital gap (alpha / beta) = 4.74 / 5.67 eV
Total charge = -1

Last column: Mulliken charge in e.
Positions of all 79 atoms, in Å:
Br1 -24.881 11.200 1.687  -0.198
As1 -17.773 11.312 1.372  0.444
Ge1 -16.684 7.013 0.905  0.839
V1 -18.107 8.664 -0.342  -0.486
Cl1 -14.435 6.777 0.390  -0.416
Cl2 -17.481 4.904 0.476  -0.462
Cl3 -16.459 6.889 3.103  -0.387
S1 -18.840 9.302 1.844  -0.370
S2 -19.145 12.893 1.157  -0.470
S3 -15.910 11.431 2.422  -0.415
S4 -17.098 10.601 -0.824  -0.038
Si1 -14.300 10.297 -2.161  -0.467
N1 -17.597 7.950 -2.340  0.648
N2 -15.465 8.302 -3.638  1.036
N3 -19.944 8.865 -0.888  0.232
C1 -19.316 6.854 -3.695  -1.660
C2 -18.838 7.493 -2.521  1.076
C3 -14.954 7.860 -5.014  -0.660
C4 -15.347 13.577 -5.326  -0.480
C5 -15.265 10.446 -0.559  -0.766
C6 -23.234 9.013 0.766  -0.772
C7 -15.857 13.652 -4.020  -0.912
C8 -22.446 11.308 0.334  -0.446
C9 -16.032 7.726 -6.144  -0.987
C10 -14.750 11.576 -3.446  0.928
C11 -12.549 10.607 -1.717  0.653
C12 -21.366 10.818 -0.339  -0.796
C13 -22.029 8.518 0.293  -0.034
C14 -14.365 8.442 -2.705  0.260
C15 -16.845 5.007 -4.192  -1.414
C16 -23.363 10.408 0.925  0.320
C17 -16.570 7.413 -3.219  -0.549
C18 -10.392 11.757 -1.994  -0.656
C19 -18.507 6.831 -4.835  -0.168
C20 -19.717 7.629 -1.364  -0.179
C21 -17.618 5.741 -5.351  0.751
C22 -14.420 12.572 -5.654  -0.821
C23 -16.612 6.328 -6.412  -1.104
C24 -14.130 11.607 -4.725  -0.166
C25 -21.076 9.402 -0.286  0.228
C26 -11.745 11.630 -2.288  -0.313
C27 -9.783 10.749 -1.232  -0.510
C28 -16.197 5.887 -3.041  0.225
C29 -10.543 9.832 -0.496  -0.718
C30 -15.609 12.633 -3.103  -0.487
C31 -11.934 9.717 -0.803  -0.207
H1 -12.127 12.387 -2.981  0.258
H2 -16.784 8.508 -5.951  0.312
H3 -14.247 8.677 -5.397  0.317
H4 -17.201 7.434 -4.140  -1.037
H5 -10.174 9.129 0.212  0.459
H6 -14.420 6.928 -4.818  0.566
H7 -16.494 14.448 -3.711  0.454
H8 -22.476 12.355 0.670  0.325
H9 -15.768 5.567 -6.562  0.320
H10 -14.056 12.526 -6.683  0.381
H11 -18.674 7.628 -5.599  0.425
H12 -9.818 12.586 -2.351  0.426
H13 -20.210 6.730 -0.988  0.392
H14 -12.442 8.900 -0.259  0.128
H15 -15.114 5.727 -2.989  0.418
H16 -24.008 8.368 1.204  0.345
H17 -13.447 10.818 -5.054  0.397
H18 -17.394 4.205 -3.755  0.374
H19 -18.184 4.931 -5.850  0.401
H20 -14.521 7.916 -1.755  -0.839
H21 -21.875 7.448 0.177  0.330
H22 -16.015 4.508 -4.710  0.414
H23 -17.156 6.391 -7.370  0.395
H24 -13.396 8.122 -3.177  0.528
H25 -14.906 11.337 -0.054  0.703
H26 -15.990 12.725 -2.087  0.392
H27 -15.003 9.604 0.125  0.490
H28 -15.573 8.010 -7.093  0.497
H29 -8.693 10.728 -1.165  0.325
H30 -20.658 11.484 -0.832  0.577
H31 -16.590 5.512 -2.071  -0.274
H32 -20.391 6.615 -3.784  0.322
H33 -15.639 14.272 -6.125  0.353